Molecular formula: C2H5OS
Method: DFT, ωB97M-V with the def2-TZVPD basis set

XYZ file:
```
9
Properties=species:S:1:pos:R:3:forces:R:3
S -0.9942 -1.5840 1.4728 -0.086 -0.067 0.090
H -0.9857 -2.6722 0.6866 0.002 0.005 -0.001
O 0.4836 2.2923 -1.3180 -0.083 0.138 -0.060
C 0.3031 1.2386 -0.7748 0.158 -0.496 0.172
C 1.1807 0.0265 -0.9060 0.057 0.001 -0.599
H -0.5443 1.0642 -0.0777 -0.084 0.284 -0.118
H 2.0363 0.1915 -1.5609 0.156 0.311 0.359
H 1.4421 -0.3078 0.0981 0.181 -0.113 -0.132
H 0.6294 -0.7770 -1.3994 -0.302 -0.064 0.291
```
Positions in Å, forces in eV/Å.

spin multiplicity = 2
orbital gap (alpha / beta) = 10.46 / 6.78 eV
highest occupied orbital energy (alpha / beta) = -9.7450 / -9.6683 eV
molar mass = 77.13 g/mol
E_LUMO (alpha / beta) = 0.713 / -2.885 eV

Here are the Löwdin charges for atoms 1 to 5, given in e: number 1, S, carries 0.385; number 2, H, carries -0.284; number 3, O, carries 0.045; number 4, C, carries -0.340; number 5, C, carries -0.091

---

Molecular formula: C5H8O
Method: DFT, ωB97M-V with the def2-TZVPD basis set

XYZ file:
```
14
Properties=species:S:1:pos:R:3:forces:R:3
O 1.2372 0.9660 1.7311 -0.041 0.089 -0.104
C 0.2506 0.2500 1.1956 0.036 0.244 0.136
C 0.7446 0.4078 -0.7406 0.206 0.146 -0.240
C -0.4773 0.8150 -0.0087 -0.059 0.096 0.059
C -1.2717 -0.4764 -0.2603 -0.107 -0.066 -0.015
C -0.0107 -1.3314 0.0172 -0.111 -0.495 -0.147
H 1.4430 1.7690 1.2055 -0.013 -0.090 0.084
H 1.6957 0.9179 -0.5830 -0.152 -0.090 0.000
H 0.6539 -0.0335 -1.7292 -0.014 0.017 0.190
H -0.8910 1.8288 -0.0015 0.098 -0.163 0.010
H -2.0844 -0.6431 0.4501 0.121 0.019 -0.098
H -1.6380 -0.5778 -1.2882 0.068 0.023 0.143
H -0.0519 -2.0237 0.8555 0.027 0.158 -0.138
H 0.4000 -1.8686 -0.8434 -0.058 0.112 0.122
```
Positions in Å, forces in eV/Å.

spin multiplicity = 1
orbital gap = 8.57 eV
highest occupied orbital energy = -7.6768 eV
molar mass = 84.12 g/mol
E_LUMO = 0.897 eV

Here are the Löwdin charges for atoms 1 to 5, given in e: number 1, O, carries 0.009; number 2, C, carries -0.147; number 3, C, carries -0.040; number 4, C, carries -0.351; number 5, C, carries -0.179

---

Molecular formula: C6H11OS
Method: DFT, ωB97M-V with the def2-TZVPD basis set

XYZ file:
```
19
Properties=species:S:1:pos:R:3:forces:R:3
C 0.4267 -0.1782 0.9115 -2.813 0.221 -0.235
C 1.0100 1.1273 0.5511 -0.573 -1.056 -0.145
C 2.2055 0.7610 -0.3199 -1.070 0.235 -0.374
C 2.6408 -0.6562 0.1333 -0.068 -0.659 -4.552
C -2.6716 0.1202 -0.8067 0.622 0.563 -0.839
C -2.2543 -0.9595 0.2779 -3.618 1.641 -0.658
O -1.7654 -0.4219 1.3762 3.252 0.553 1.288
S 1.0686 -1.6100 0.5739 0.931 1.299 0.329
H 0.3009 1.7744 0.0379 -0.273 -0.075 0.180
H 1.2284 1.5747 1.4821 0.509 0.882 1.271
H 1.7243 0.7439 -1.3393 1.081 -0.417 0.710
H 2.9320 1.5915 -0.3150 0.151 -0.864 0.115
H 3.0544 -1.1584 -0.8035 -0.400 0.305 1.363
H 3.3358 -0.8041 0.8889 1.077 0.126 1.682
H -2.2859 1.1855 -0.5147 -1.271 -1.963 -0.048
H -2.0848 -0.0731 -1.7064 -0.016 -0.165 -0.239
H -3.7650 0.0942 -1.1849 1.780 0.159 1.147
H -1.8375 -1.9088 -0.0064 0.288 -0.441 -0.576
H -3.2629 -1.2025 0.7639 0.412 -0.344 -0.417
```
Positions in Å, forces in eV/Å.

charge = +1
spin multiplicity = 1
orbital gap (alpha / beta) = 8.04 / 8.48 eV
highest occupied orbital energy (alpha / beta) = -13.9805 / -14.2227 eV
molar mass = 131.22 g/mol
E_LUMO (alpha / beta) = -5.937 / -5.741 eV

Here are the Löwdin charges for atoms 1 to 5, given in e: number 1, C, carries -0.267; number 2, C, carries -0.197; number 3, C, carries -0.190; number 4, C, carries -0.304; number 5, C, carries -0.058

---

Molecular formula: C20H44N8O28S2
Method: DFT, ωB97M-V with the def2-TZVPD basis set

XYZ file:
```
102
Properties=species:S:1:pos:R:3:forces:R:3
C -0.7301 -22.4592 -4.3923 0.290 0.229 0.068
N -1.8239 -23.4561 -4.4457 -0.272 0.125 -0.628
O -2.8184 -23.2213 -3.7840 0.130 -0.024 0.183
O -1.6877 -24.4065 -5.1819 0.024 -0.143 0.088
H 0.0481 -22.7026 -5.1047 -0.075 -0.337 -0.023
H -0.3411 -22.4775 -3.3777 -0.039 0.182 0.026
H -1.1515 -21.4904 -4.6373 -0.147 0.018 0.252
C -3.2800 -18.6105 -6.2587 0.083 0.320 0.232
N -3.9547 -19.9273 -6.1511 -0.059 0.237 0.152
O -3.4475 -20.7423 -5.4014 0.006 -0.016 -0.090
O -4.9744 -20.0906 -6.7768 -0.032 -0.209 -0.123
H -2.2766 -18.7727 -6.6397 -0.010 -0.041 -0.049
H -3.2202 -18.2015 -5.2523 0.060 -0.149 0.047
H -3.8718 -17.9559 -6.8850 -0.008 -0.137 -0.193
C -0.1605 -19.7424 2.1280 -0.598 -0.085 -0.884
N -0.4847 -18.5635 2.9707 1.123 0.349 0.310
O -0.4109 -17.4704 2.4309 -0.352 -0.154 0.000
O -0.6900 -18.7404 4.1496 -0.320 -0.157 -0.164
H 0.6756 -20.2969 2.5350 -0.027 0.083 0.284
H 0.0414 -19.3658 1.1297 0.198 0.050 0.048
H -1.0535 -20.3628 2.0562 0.061 -0.090 0.349
C -7.2129 -22.5884 1.7964 -1.493 -0.687 -0.384
N -5.8633 -22.4450 1.2295 0.438 0.076 1.034
O -5.3844 -21.3117 1.1734 -0.271 -0.141 -0.444
O -5.2549 -23.4590 1.0146 0.141 0.065 -0.407
H -7.8421 -21.7302 1.5982 0.396 0.353 0.254
H -7.1558 -22.8518 2.8481 0.401 0.389 0.111
H -7.7322 -23.4262 1.3303 0.459 -0.077 -0.262
C -3.9592 -18.1770 2.0962 0.132 0.115 -0.736
N -4.3867 -17.7789 3.4552 -0.012 0.090 0.101
O -4.4638 -18.6553 4.2883 -0.095 0.008 0.047
O -4.5791 -16.5935 3.6474 -0.047 -0.285 0.007
H -4.2478 -17.3927 1.4032 0.095 0.108 0.072
H -4.3907 -19.1225 1.7792 -0.150 -0.092 0.485
H -2.8761 -18.2631 2.1311 -0.022 0.094 -0.019
C -6.1181 -22.1552 -4.1742 0.823 0.584 -0.535
N -5.9370 -23.2545 -3.2021 -0.640 -0.225 -0.243
O -5.5044 -22.9764 -2.1012 0.285 0.145 0.205
O -6.2919 -24.3536 -3.5593 0.178 0.047 0.143
H -7.1515 -21.8296 -4.2002 -0.133 -0.242 0.165
H -5.7756 -22.4682 -5.1561 -0.280 -0.376 0.031
H -5.4528 -21.3439 -3.9033 -0.196 0.027 0.281
C -3.0189 -15.3735 -2.5084 0.746 -0.709 0.597
N -4.4145 -15.5118 -2.0351 -0.596 1.076 -0.457
O -4.6678 -16.3265 -1.1796 0.148 -0.260 0.257
O -5.2337 -14.7613 -2.5402 0.230 -0.210 0.076
H -2.9890 -15.4180 -3.5897 -0.151 -0.003 -0.052
H -2.4947 -16.1971 -2.0336 0.178 0.000 -0.280
H -2.5663 -14.4525 -2.1523 -0.450 0.237 0.003
C -7.3361 -16.6250 -5.2874 -0.052 1.032 -0.506
N -6.7029 -17.4605 -4.2495 -0.456 -0.176 0.120
O -6.1617 -18.4909 -4.6144 0.177 0.112 0.182
O -6.8104 -17.0905 -3.0999 0.108 -0.260 -0.215
H -7.0847 -15.5815 -5.0955 0.140 -0.147 0.193
H -8.4193 -16.6865 -5.2244 0.026 -0.377 0.189
H -6.9858 -16.9074 -6.2724 0.025 -0.299 0.075
O -8.4630 -22.3827 -1.3364 0.160 -0.007 -0.293
C -8.4823 -21.2352 -1.0106 -0.368 0.128 0.094
O -9.3949 -20.7870 -0.0991 -0.045 0.156 0.241
C -9.0255 -19.4633 0.3358 0.382 0.115 0.353
C -8.3418 -18.8690 -0.8779 0.090 0.147 -0.123
C -7.5842 -20.0751 -1.4136 -0.527 -0.218 0.340
H -8.3643 -19.5770 1.2033 0.092 0.118 -0.120
H -9.8853 -18.8855 0.6633 -0.275 -0.326 -0.125
H -7.6744 -18.0268 -0.7087 -0.177 0.086 0.264
H -9.1525 -18.5475 -1.5356 0.267 -0.014 -0.318
H -6.6800 -20.2267 -0.8142 0.220 0.062 -0.337
H -7.3921 -20.0658 -2.4803 0.247 -0.096 -0.014
O 5.4081 -17.6489 -0.2207 0.172 -0.057 0.136
C 4.3347 -17.1345 -0.2346 -0.249 0.147 -0.059
O 4.1049 -15.9572 -0.8826 0.031 0.047 0.169
C 2.7227 -15.6180 -0.7965 -0.801 0.021 -0.219
C 1.9800 -16.9418 -0.5275 0.879 0.705 0.267
C 3.0231 -17.6358 0.3503 -0.110 -0.089 -0.213
H 2.4117 -15.1439 -1.7274 0.206 -0.116 -0.102
H 2.5156 -14.8863 -0.0083 0.401 -0.132 0.160
H 1.8718 -17.4614 -1.4779 -0.423 -0.135 0.117
H 1.0562 -16.7270 0.0005 -0.271 -0.382 -0.277
H 3.0261 -18.7226 0.3298 -0.082 -0.010 0.030
H 2.9137 -17.2999 1.3839 0.199 -0.018 0.028
C -2.2894 -24.3750 -0.8745 -1.217 -0.061 0.001
C -1.7687 -24.0447 0.4983 0.746 0.402 -0.006
O -2.4903 -24.9099 1.3618 -0.017 -0.036 0.132
S -2.7749 -26.3024 0.6291 0.112 0.211 -0.041
O -4.1338 -26.6069 0.8071 -0.989 -0.105 0.078
O -1.8003 -27.2611 0.9737 0.714 -0.376 0.192
O -2.4852 -25.8071 -0.8459 0.498 0.170 -0.205
H -1.6598 -24.0895 -1.7060 0.198 -0.223 -0.003
H -3.2925 -23.9586 -1.0078 0.175 0.246 -0.122
H -1.9571 -23.0081 0.7740 -0.267 -0.081 0.091
H -0.6924 -24.2197 0.6002 -0.069 -0.182 -0.034
C -3.3799 -20.2900 -1.1525 0.224 0.020 0.752
C -4.0383 -19.3771 -2.1499 -1.115 -0.944 -0.306
O -3.0015 -18.5495 -2.6792 0.180 0.713 0.063
S -1.5601 -19.0742 -2.2546 -1.214 -1.576 -0.024
O -1.0618 -18.3158 -1.1719 0.475 0.885 0.198
O -0.8272 -19.3465 -3.4294 0.736 0.504 -0.323
O -2.0442 -20.4668 -1.6796 -0.099 -0.305 -0.154
H -3.8853 -21.2469 -1.0592 0.162 -0.116 -0.177
H -3.2752 -19.8466 -0.1582 -0.134 0.047 -0.086
H -4.8942 -18.8407 -1.7434 0.463 0.610 0.129
H -4.4526 -19.9616 -2.9712 0.305 0.024 -0.126
```
Positions in Å, forces in eV/Å.

SMILES = C[N+](=O)[O-].C[N+](=O)[O-].C[N+](=O)[O-].C[N+](=O)[O-].C[N+](=O)[O-].C[N+](=O)[O-].C[N+](=O)[O-].C[N+](=O)[O-].O=S1(=O)OCCO1.O=S1(=O)OCCO1.O=C1CCCO1.O=C1CCCO1
spin multiplicity = 1
orbital gap = 9.50 eV
highest occupied orbital energy = -10.4504 eV
molar mass = 908.73 g/mol
E_LUMO = -0.955 eV

Here are the Löwdin charges for atoms 1 to 5, given in e: number 1, C, carries 0.044; number 2, N, carries -0.433; number 3, O, carries 0.039; number 4, O, carries 0.093; number 5, H, carries 0.100